# 1
{"formula": "C6H12N4", "method": "ωB97M-V with the def2-TZVPD basis set", "elements": ["C", "C", "C", "C", "C", "C", "N", "N", "N", "N", "H", "H", "H", "H", "H", "H", "H", "H", "H", "H", "H", "H"], "positions_angstrom": [[-0.954, -0.663, 0.681], [-0.380, -1.038, -0.534], [-0.188, 1.489, 0.138], [-0.534, -2.474, -0.973], [0.549, 1.949, -2.192], [0.688, -1.379, 2.360], [0.034, -0.209, -1.450], [0.103, 1.122, -1.085], [-0.200, 2.776, 0.498], [-0.640, -0.994, 1.907], [-1.525, -2.625, -1.399], [0.205, -2.696, -1.737], [-0.414, -3.152, -0.131], [0.122, 2.951, -2.117], [1.640, 2.019, -2.203], [0.216, 1.482, -3.117], [0.608, -2.082, 3.191], [1.223, -1.846, 1.535], [1.252, -0.500, 2.688], [-0.475, 3.008, 1.435], [-0.067, 3.556, -0.141], [-1.265, -0.692, 2.645]], "forces_ev_per_angstrom": [[-0.2872, 1.5662, 0.3033], [0.0881, 0.4179, -0.5176], [-0.2239, -1.5369, 0.5942], [0.0192, 0.1159, 0.0911], [-0.0041, 0.1767, -0.0036], [0.0662, 0.0733, 0.0599], [0.3096, -0.9061, -0.4042], [-0.1608, 0.3162, 0.1969], [0.0756, 0.4999, -0.3850], [0.0712, -0.2675, 0.1558], [-0.0276, -0.0386, 0.0332], [0.0590, -0.0089, -0.0261], [-0.0056, -0.1015, 0.0281], [0.0207, -0.0454, -0.0533], [-0.0517, 0.0275, -0.0071], [0.0230, 0.0960, 0.1004], [0.0516, 0.0102, -0.0449], [-0.0304, 0.0032, 0.0511], [0.0314, 0.0142, -0.0311], [0.0700, -0.0344, -0.0811], [-0.0809, -0.1465, 0.1406], [-0.0136, -0.2315, -0.2007]], "lowdin_charge": [-0.06, -0.43, -0.16, -0.04, -0.04, -0.07, 0.06, -0.21, 0.08, -0.10, 0.08, 0.07, 0.07, 0.07, 0.09, 0.08, 0.08, 0.08, 0.08, 0.08, 0.08, 0.12], "lumo_ev": 0.93, "multiplicity": 1, "de_lowest_kcal_mol": 79.73}


# 2
{"formula": "C6H12N4O2", "method": "ωB97M-V with the def2-TZVPD basis set", "elements": ["C", "O", "C", "N", "C", "N", "C", "N", "N", "C", "O", "C", "H", "H", "H", "H", "H", "H", "H", "H", "H", "H", "H", "H"], "positions_angstrom": [[1.178, -1.869, -3.032], [0.336, -2.336, -1.949], [0.941, -2.308, -0.669], [0.866, -0.913, -0.160], [-0.321, -0.368, 0.028], [-1.481, -1.027, -0.390], [-2.692, -0.513, -0.298], [-3.732, -0.031, -0.153], [-0.480, 0.826, 0.687], [0.672, 1.538, 1.220], [0.278, 2.879, 1.375], [-0.361, 3.217, 2.654], [0.631, -1.851, -3.996], [1.575, -0.866, -2.897], [2.037, -2.563, -3.173], [0.471, -3.036, -0.009], [1.990, -2.642, -0.761], [-1.360, -1.890, -0.936], [-1.424, 1.216, 0.785], [1.496, 1.516, 0.528], [1.014, 1.072, 2.160], [-0.538, 4.278, 2.681], [0.246, 2.936, 3.513], [-1.344, 2.733, 2.791]], "forces_ev_per_angstrom": [[0.1829, -0.7423, -0.1880], [0.0983, -0.5260, -1.2388], [0.4341, 1.9867, -0.4961], [-1.1468, 0.1215, 0.9767], [2.3012, -0.9656, 0.1371], [0.1999, -0.8430, -0.3528], [-0.9727, 0.5049, 0.3772], [0.2448, -0.0869, -0.1115], [-0.4663, -1.2605, -0.8808], [-0.8465, 0.4691, 0.5633], [-0.2747, 0.4901, 1.5402], [-0.0107, -0.9905, -0.8109], [-0.1448, -0.2368, 0.8384], [-0.1064, 0.1197, 0.4838], [-0.4485, 0.3225, 0.2167], [-0.5450, 0.0296, -0.0594], [-0.2351, 0.5376, 0.1573], [0.0840, 0.7998, 0.1697], [0.8846, -0.1219, -0.0838], [0.1518, -0.1078, -0.4326], [-0.1648, 0.2171, -0.1038], [0.1672, 0.3884, -0.2704], [0.3175, -0.0674, -0.1098], [0.2962, -0.0384, -0.3216]], "lowdin_charge": [-0.08, -0.23, -0.25, 0.09, -0.37, 0.12, -0.31, 0.15, 0.09, -0.23, -0.17, -0.07, 0.09, 0.08, 0.09, 0.12, 0.12, 0.15, 0.14, 0.12, 0.13, 0.08, 0.08, 0.08], "lumo_ev": 0.72, "multiplicity": 1, "de_lowest_kcal_mol": 38.16}


The records above yield max |F| values of 1.66, 2.50 eV/Å, respectively.
The records above yield gap between HOMO and LUMO values of 7.74, 9.73 eV, respectively.